This record from the Open Molecules 2025 dataset describes a single C5H2Br3Cl3O molecule. The level of theory is the ωB97M-V functional and the def2-TZVPD basis.

Last column: Löwdin charge in e.
Element x y z (Å)
C: -1.311 -0.718 1.425  -0.22
C: -1.388 0.362 0.426  -0.74
C: -0.289 0.452 -0.623  -0.76
C: 2.126 0.092 -0.409  -1.14
C: 1.006 0.683 0.047  -0.83
O: -0.999 -1.846 1.511  -0.14
Cl: -3.073 -0.013 -0.188  0.65
Cl: 2.051 -1.037 -1.748  0.64
Cl: 1.088 1.779 1.437  0.67
Br: -0.808 2.041 -1.714  0.72
Br: 3.786 0.395 0.380  0.76
Br: -0.558 -3.068 -0.400  0.27
H: -1.595 1.380 0.983  0.12
H: -0.035 -0.502 -1.127  -0.01

Results
orbital gap (spin up / spin down) = 8.7 / 6.9 eV
net charge = 0
LUMO (spin up / spin down) = -0.04165 / -0.07313 Ha
ΔE to the lowest compared entry with this formula, charge and spin = 54.64 kcal per mole
HOMO energy (spin up / spin down) = -9.83 / -8.94 eV
E = -254955.726 eV